(1)
The following is a DFT calculation (ωB97M-V with the def2-TZVPD basis set) of a 2-piece molecular cluster, C5H4O3 overall in a non-equilibrium geometry.

Geometry as XYZ:
```
12
Properties=species:S:1:pos:R:3
C 0.11488 0.81036 -1.61602
C 0.91498 -1.26155 0.91318
C 0.55067 -1.03773 2.12836
O 1.25082 -1.47188 -0.18123
O -0.27790 -0.16029 -2.44316
C -0.88429 1.09090 -0.61183
C -1.66397 1.33646 0.26558
O 1.16549 1.38800 -1.69799
H 0.43376 -0.37197 -3.06774
H 0.60478 -0.05286 2.55162
H 0.15941 -1.82368 2.74400
H -2.36864 1.55424 1.01524
```

Properties
SMILES string: C#CC(=O)O.C=C=O
Molecular weight, g mol⁻¹: 112.1
HOMO-LUMO gap, eV: 10.1

***

(2)
The following is a DFT calculation (ωB97M-V with the def2-TZVPD basis set) of a 2-piece molecular cluster, C5H4O4S overall in a non-equilibrium geometry.

Geometry as XYZ:
```
14
Properties=species:S:1:pos:R:3
C -0.55786 -0.34584 -0.68015
C 0.00658 -1.55020 -0.24972
C -0.66070 0.66961 0.25977
C -0.12263 0.42847 1.46360
C 0.84701 -1.58148 0.91889
O 2.03922 -3.72604 2.78047
O 1.65563 -4.44153 0.49154
O -0.29484 -3.88904 1.90910
O 0.72962 -0.52308 1.69093
S 1.14451 -3.92646 1.70312
H -0.97997 -0.25384 -1.76247
H -0.26178 -2.47326 -0.82734
H -1.17827 1.55828 0.04258
H -0.20446 0.91065 2.44648
```

Properties
Molecular weight, g mol⁻¹: 160.2
HOMO-LUMO gap, eV: 8.8

***

(3)
The following is a DFT calculation (ωB97M-V with the def2-TZVPD basis set) of a 2-piece molecular cluster, C5H4OS2 overall in a non-equilibrium geometry.

Geometry as XYZ:
```
12
Properties=species:S:1:pos:R:3
C 0.37409 0.89700 -2.07087
C -0.13487 0.80468 -0.99519
C 1.88799 -2.48138 0.05128
C -1.42454 1.05752 0.97791
C -0.45807 0.18778 0.27765
O 2.18279 -2.54335 -1.07869
S 0.04340 0.89772 1.99679
S 1.63392 -1.86533 1.48339
H 0.59598 1.29683 -2.96862
H -1.70473 2.10591 0.55114
H -2.22457 0.45554 1.30805
H -0.77140 -0.81292 0.46716
```

Properties
SMILES string: C#C[C@@H]1CS1.O=C=S
Molecular weight, g mol⁻¹: 144.2
HOMO-LUMO gap, eV: 9.5

***

(4)
The following is a DFT calculation (ωB97M-V with the def2-TZVPD basis set) of C5H4S as an isolated structure in a non-equilibrium geometry.

Geometry as XYZ:
```
10
Properties=species:S:1:pos:R:3
C 0.02066 0.20664 0.23200
C -1.01451 -0.68043 -0.12333
C -2.07138 -1.20614 -0.38839
C 1.49623 -0.17161 0.02748
C 2.59418 -0.46526 -0.33768
H -1.22381 2.20046 1.17249
H 0.08057 0.29140 1.39296
H -3.15590 -1.52988 -0.64753
H 3.59980 -0.61102 -0.93986
S -0.32585 1.96583 -0.38813
```

Properties
Molecular weight, g mol⁻¹: 96.2
HOMO-LUMO gap, eV: 8.9

***

(5)
The following is a DFT calculation (ωB97M-V with the def2-TZVPD basis set) of C5H4S as an isolated structure in a non-equilibrium geometry.

Geometry as XYZ:
```
10
Properties=species:S:1:pos:R:3
C -0.65097 1.04836 -0.14041
C -1.18905 0.87091 -1.31768
C 0.27361 0.77405 0.92192
C -0.23215 -0.32381 -1.02580
C 0.61398 -0.44277 0.22177
S 1.44916 -0.45604 -1.40381
H 0.93420 1.61223 0.80821
H -0.13192 0.38156 1.82379
H -1.70988 -2.07985 -0.72732
H 0.64301 -1.38463 0.83934
```

Properties
Molecular weight, g mol⁻¹: 96.2
HOMO-LUMO gap (alpha / beta), eV: 8.7 / 7.8

***

(6)
The following is a DFT calculation (ωB97M-V with the def2-TZVPD basis set) of C5H51I2N5O23P as an isolated structure in a non-equilibrium geometry.

Geometry as XYZ:
```
87
Properties=species:S:1:pos:R:3
C 0.93832 2.05782 0.61642
C 1.55768 0.73681 0.26415
I 3.49918 0.91671 -0.45662
C 0.92313 -0.43025 0.37448
I 1.72152 -2.28440 -0.12147
N -0.38289 -0.41292 0.93215
C -1.43896 0.00391 0.24276
N -1.44842 0.32720 -1.06299
C -2.66517 0.74514 -1.30997
N -3.45410 0.71194 -0.21241
P -5.08309 1.16800 0.14156
N -5.05120 1.79746 1.54570
O -5.45529 2.14782 -1.01977
O -5.99385 -0.10158 -0.04792
N -2.65727 0.20410 0.78861
H 0.44245 2.43867 -0.28152
H 0.17876 1.95614 1.38908
H 1.67446 2.77426 0.95968
H -0.48055 -0.62643 1.91987
H -3.02787 1.09401 -2.27307
H -5.62880 1.38305 2.26582
H -5.13747 3.03614 -0.76378
H -6.09784 -0.58990 0.77939
H -2.97081 0.14147 1.74676
O -7.64954 2.63505 -3.13633
H -7.12415 2.36562 -2.37769
H -8.08888 1.83762 -3.44614
O 4.77020 4.51390 0.51743
H 5.66500 4.78630 0.29300
H 4.67516 3.62738 0.14610
O -1.39647 -3.70780 0.27426
H -1.37792 -2.78415 0.53757
H -2.24849 -3.83678 -0.15697
O 4.17831 -2.85560 2.34597
H 4.00664 -3.67481 2.82781
H 3.89056 -3.04951 1.44633
O -2.89384 1.19220 -4.31761
H -2.74105 0.37787 -4.81461
H -3.08526 1.83983 -5.00435
O 2.60520 -5.23597 2.06007
H 1.72709 -4.93387 2.31921
H 2.71298 -6.10847 2.46382
O 0.95567 -6.79355 -0.17506
H 1.65827 -6.32227 0.29127
H 0.21748 -6.17498 -0.17845
O 4.82676 -6.76171 2.72774
H 5.07569 -6.09857 2.07339
H 5.19727 -7.58385 2.38955
O 2.09559 5.53426 1.26079
H 2.75692 5.00666 0.79199
H 2.49763 5.66579 2.12892
O -0.83001 -0.86952 -4.93449
H -0.36119 -1.71692 -4.96652
H -0.62402 -0.52656 -4.05890
O -2.40477 3.66585 0.28147
H -2.69817 2.76488 0.43435
H -2.24465 4.02065 1.16316
O 5.93405 -0.15099 1.60070
H 6.16939 0.28790 2.42339
H 5.65013 -1.03710 1.87867
O 1.68028 -0.77795 3.19993
H 2.23345 -1.56551 3.08386
H 1.89285 -0.46143 4.08362
O -3.13083 0.83766 -7.20579
H -2.16947 0.75055 -7.20427
H -3.44486 -0.04475 -7.42897
O 1.18271 8.09278 2.51742
H 1.35306 7.58110 1.71506
H 0.56637 8.77953 2.24631
O 0.08339 4.20800 2.59110
H -0.64636 4.54004 3.12472
H 0.28979 4.93144 1.98145
O 2.80229 -1.23411 -3.71869
H 3.41076 -1.95603 -3.90855
H 3.04811 -0.92601 -2.83856
O -7.40038 4.12380 1.61472
H -7.06951 4.84129 1.06661
H -6.97839 3.31921 1.29593
O 0.18875 -3.59638 -4.62043
H 0.89510 -3.92503 -4.05657
H -0.26669 -4.37879 -4.94658
O 5.16124 -3.57012 -0.77368
H 5.87835 -3.11868 -0.31257
H 4.43921 -2.93431 -0.77871
O 3.31347 -4.02367 4.96000
H 3.80963 -4.85034 4.91316
H 3.41815 -3.73623 5.87279
```

Properties
Charge: +1
Molecular weight, g mol⁻¹: 834.3
HOMO-LUMO gap, eV: 8.3

***

(7)
The following is a DFT calculation (ωB97M-V with the def2-TZVPD basis set) of C5H5AgO6 as an isolated structure in a non-equilibrium geometry.

Geometry as XYZ:
```
17
Properties=species:S:1:pos:R:3
C -1.65304 2.33419 -1.13177
C -0.12068 2.28213 -1.14122
O 0.49894 2.54738 -0.12692
O -2.26585 2.31334 -2.16320
H -2.12080 2.25147 -0.12816
H 0.35188 2.31317 -2.14194
C 0.28830 -0.71930 0.93633
C 0.90835 -1.50916 -0.26911
O 0.37752 -2.80983 -0.09144
C -0.35594 -2.90254 1.01989
O -0.41646 -1.71625 1.65172
O -0.86707 -3.90511 1.41692
O 1.14626 -0.04988 1.65331
H 2.00096 -1.53677 -0.20565
H 0.57376 -1.09917 -1.22568
Ag 2.13056 2.12737 1.44477
H -0.47669 0.07896 0.50214
```

Properties
<S²>: 0.76
Spin multiplicity: 2
Charge: +1
Molecular weight, g mol⁻¹: 269.0
HOMO-LUMO gap (alpha / beta), eV: 8.6 / 6.8

***

(8)
The following is a DFT calculation (ωB97M-V with the def2-TZVPD basis set) of one molecule with the formula C5H5Br in a non-equilibrium geometry.

Geometry as XYZ:
```
11
Properties=species:S:1:pos:R:3
C 0.22774 1.13695 -0.08011
C 0.42604 2.37474 0.12366
C -0.97249 0.29203 0.52721
C -0.32453 -0.95347 0.10825
C 0.73755 -0.16423 -0.65962
Br 2.59690 -0.60265 0.00156
H -0.85500 0.42320 1.61610
H -1.82985 0.73498 -0.09015
H 0.04432 -1.51358 0.94322
H -0.79789 -1.47198 -0.68454
H 0.74723 -0.25599 -1.80559
```

Properties
Molecular weight, g mol⁻¹: 145.0
HOMO-LUMO gap, eV: 9.3